One molecule with the formula C3H7N3 in a non-equilibrium geometry. Source: the OMol25 dataset; level of theory: the ωB97M-V functional and the def2-TZVPD basis.

Computed properties:
Strongest force on any atom: 2.55 eV/A
DFT total energy: -7693.572 eV
Gap between HOMO and LUMO: 0.3437 Ha
Molar mass: 85.11 g/mol
Highest occupied orbital energy: -0.30659 hartree
Total charge: 0

Last column: Löwdin charge in e.
Positions of all 13 atoms, in Å:
C (-1.77, -0.13, 0.05)  -0.365
H (-2.77, 0.20, -0.26)  0.106
N (-0.93, -0.68, -0.81)  0.034
N (1.21, -1.40, -0.30)  0.163
H (-1.72, 0.78, 1.79)  0.033
H (0.81, -2.32, -0.22)  0.112
C (0.88, 1.01, -0.33)  -0.040
H (0.12, 1.76, -0.57)  0.082
H (1.67, 1.07, -1.09)  0.082
H (1.32, 1.26, 0.64)  0.080
N (-1.23, 0.07, 1.24)  0.046
C (0.30, -0.38, -0.30)  -0.441
H (2.10, -1.24, 0.16)  0.109

A 3-piece molecular cluster, C9H13N4 overall in a non-equilibrium geometry. Source: the OMol25 dataset; level of theory: the ωB97M-V functional and the def2-TZVPD basis.

Computed properties:
Strongest force on any atom: 5.49 eV/A
DFT total energy: -15490.134 eV
Gap between HOMO and LUMO (alpha / beta): 0.3032 / 0.2341 Ha
Molar mass: 177.23 g/mol
Highest occupied orbital energy (alpha / beta): -0.46413 / -0.43455 hartree
Total charge: +1

Last column: Löwdin charge in e.
Positions of all 26 atoms, in Å:
H (-0.02, 3.82, -2.81)  0.007
H (-0.46, 3.59, 1.06)  0.106
H (1.00, -5.87, 1.07)  0.105
H (-2.14, 0.31, -0.19)  0.169
N (-1.94, 1.32, 0.25)  0.062
C (0.77, -4.85, 0.97)  -0.100
H (-0.88, -4.87, 2.44)  0.154
H (-0.43, 3.57, -0.75)  0.129
C (-0.51, -2.79, 1.48)  -0.028
C (1.29, -2.80, -0.22)  -0.054
H (-1.74, 4.08, -2.64)  0.082
C (1.26, 2.68, 0.37)  -0.110
H (-2.53, 2.03, -0.29)  0.133
C (1.52, -4.16, 0.08)  -0.061
H (-1.25, -2.15, 1.96)  0.115
N (-0.64, 1.61, 0.24)  -0.228
H (-0.50, 5.23, -2.39)  0.107
C (0.37, 0.79, 0.32)  -0.026
H (2.29, -4.62, -0.58)  0.141
C (-0.26, -4.26, 1.66)  -0.013
N (1.61, 1.42, 0.28)  0.095
C (-0.17, 2.99, 0.31)  -0.096
C (0.33, -2.31, 0.57)  0.059
N (-0.76, 4.18, -2.29)  0.014
H (2.02, 3.40, 0.15)  0.118
H (1.80, -2.32, -1.04)  0.121

One molecule with the formula C4H7N3 in a non-equilibrium geometry. Source: the OMol25 dataset; level of theory: the ωB97M-V functional and the def2-TZVPD basis.

Computed properties:
Strongest force on any atom: 7.05 eV/A
DFT total energy: -8727.192 eV
Gap between HOMO and LUMO: 0.3795 Ha
Molar mass: 97.12 g/mol
Highest occupied orbital energy: -0.33962 hartree
Total charge: 0

Last column: Löwdin charge in e.
Positions of all 14 atoms, in Å:
C (1.74, -0.16, -0.42)  -0.136
H (-0.29, 2.17, 0.31)  0.105
H (2.89, -0.39, -0.37)  0.146
C (0.71, -0.66, 0.49)  -0.339
H (-0.71, -2.33, 0.09)  0.115
N (1.04, 0.68, 0.44)  -0.038
H (-2.33, 1.33, -0.23)  0.151
H (-0.36, -1.24, -1.32)  0.128
H (1.50, -0.41, -1.38)  0.072
C (-0.47, -1.28, -0.19)  -0.223
N (-1.73, -0.54, 0.13)  0.034
N (-0.09, 1.34, -0.20)  0.043
C (-1.32, 0.69, -0.11)  -0.250
H (0.89, -1.03, 1.65)  0.191

A 2-piece molecular cluster, C3H2FNOS overall in a non-equilibrium geometry. Source: the OMol25 dataset; level of theory: the ωB97M-V functional and the def2-TZVPD basis.

Computed properties:
Strongest force on any atom: 2.64 eV/A
DFT total energy: -20226.760 eV
Gap between HOMO and LUMO (alpha / beta): 0.2843 / 0.2844 Ha
Molar mass: 119.12 g/mol
Highest occupied orbital energy (alpha / beta): -0.30292 / -0.30296 hartree
Total charge: 0

Last column: Löwdin charge in e.
Positions of all 9 atoms, in Å:
H (3.15, 0.90, -0.93)  0.075
C (-0.05, -1.34, 0.05)  0.071
N (-1.19, -0.95, 0.17)  -0.382
S (-2.71, -0.87, 0.49)  0.889
O (-3.68, -0.88, -0.66)  -0.585
F (0.23, 1.51, 1.02)  0.112
H (0.83, -0.76, 0.01)  -0.011
C (1.19, 1.17, 0.21)  -0.286
C (2.24, 1.22, -0.37)  0.117

C33H33N6ReS3 as an isolated structure in a non-equilibrium geometry. Source: the OMol25 dataset; level of theory: the ωB97M-V functional and the def2-TZVPD basis.

Computed properties:
Strongest force on any atom: 2.17 eV/A
Multiplicity: 2
DFT total energy: -78308.498 eV
Gap between HOMO and LUMO (alpha / beta): 0.1705 / 0.1791 Ha
Molar mass: 796.08 g/mol
Highest occupied orbital energy (alpha / beta): -0.56063 / -0.56054 hartree
Total charge: +3

Last column: Löwdin charge in e.
Positions of all 76 atoms, in Å:
H (-2.37, -3.99, 2.07)  0.122
C (-4.89, -0.44, -0.16)  -0.472
C (-1.32, 0.44, 3.80)  -0.027
N (-0.19, 1.90, -0.78)  -0.099
H (-1.32, 4.07, -2.06)  0.131
H (-3.76, -4.39, -2.59)  0.086
C (2.08, 1.07, -3.27)  0.055
N (1.72, 0.19, 1.65)  -0.060
C (2.72, 1.09, 1.55)  -0.072
N (-0.98, 1.42, 1.59)  -0.046
H (4.60, 1.80, 2.27)  0.136
C (-2.00, -3.20, -2.65)  -0.475
H (0.60, 3.39, 5.41)  0.125
H (-1.90, -0.36, 3.34)  0.115
H (-5.57, 0.34, -0.50)  0.092
H (-1.85, -3.39, -3.72)  0.090
H (-1.56, -0.30, 5.79)  0.123
C (2.97, 0.04, -3.50)  0.022
C (-2.56, 4.72, -0.41)  0.001
H (3.62, 0.05, -4.37)  0.140
C (-1.13, 0.48, 5.17)  -0.037
S (-1.20, -1.60, -2.33)  0.809
C (-0.14, 2.55, 3.59)  -0.017
H (-0.81, -4.41, 3.99)  0.139
H (-1.51, 0.41, -3.47)  0.061
C (0.07, 2.56, 4.96)  -0.031
C (-5.32, -1.84, -0.69)  -0.486
C (-2.20, -0.41, -3.23)  -0.491
C (-1.51, -3.36, 2.24)  0.005
C (2.87, -0.86, 3.46)  0.050
S (-3.21, -0.10, -0.69)  0.775
H (-4.08, -2.71, -2.98)  0.075
C (-1.65, 3.88, -1.05)  0.031
C (-2.45, 3.41, 1.62)  0.033
C (3.82, 1.06, 2.39)  0.008
H (-6.15, -2.23, -0.10)  0.081
C (0.46, -2.76, 3.47)  0.042
C (-0.64, -3.59, 3.30)  0.026
H (2.92, -1.64, 4.20)  0.133
H (-2.76, 3.22, 2.64)  0.138
H (1.99, 1.92, -3.94)  0.142
H (2.24, -1.80, -0.75)  0.128
H (-2.96, 5.57, -0.94)  0.132
C (3.89, 0.07, 3.35)  0.029
N (-0.19, -1.50, 1.56)  -0.073
C (-1.17, 2.81, -0.34)  -0.208
C (-3.49, -3.36, -2.34)  -0.481
H (3.70, -1.85, -2.76)  0.136
H (4.75, 0.01, 4.02)  0.141
H (-1.40, -3.93, -2.10)  0.080
C (-0.82, 1.47, 3.01)  -0.297
H (-5.65, -1.78, -1.72)  0.073
H (0.22, 3.36, 2.96)  0.131
C (-0.43, 1.53, 5.75)  -0.028
S (-4.02, -3.12, -0.60)  0.876
C (-3.42, 0.13, -2.47)  -0.461
H (2.62, 1.84, 0.78)  0.125
H (-3.56, 1.19, -2.68)  0.083
C (3.03, -1.02, -2.60)  0.011
C (1.29, 1.02, -2.14)  -0.307
H (-1.91, -2.08, 0.55)  -0.003
H (-0.27, 1.55, 6.82)  0.126
C (-1.26, -2.31, 1.39)  -0.117
Re (0.08, 0.23, 0.41)  1.583
C (2.22, -1.00, -1.48)  -0.102
H (-2.49, -0.87, -4.18)  0.098
N (0.38, 2.05, -1.89)  0.159
N (1.36, 0.00, -1.24)  -0.096
C (-2.95, 4.48, 0.91)  0.003
H (-3.65, 5.16, 1.38)  0.133
H (-4.33, -0.39, -2.76)  0.075
H (-4.87, -0.43, 0.93)  0.078
C (-1.55, 2.55, 0.99)  -0.247
C (1.79, -0.78, 2.60)  -0.172
H (1.14, -2.92, 4.30)  0.132
C (0.66, -1.73, 2.58)  -0.210

C18H35BI2O15S2Si2 as an isolated structure in a non-equilibrium geometry. Source: the OMol25 dataset; level of theory: the ωB97M-V functional and the def2-TZVPD basis.

Computed properties:
Strongest force on any atom: 2.54 eV/A
DFT total energy: -104251.099 eV
Gap between HOMO and LUMO: 0.3165 Ha
Molar mass: 876.39 g/mol
Highest occupied orbital energy: -0.31239 hartree
Total charge: 0

Last column: Löwdin charge in e.
Positions of all 75 atoms, in Å:
C (-5.25, 1.52, 3.91)  -0.164
H (2.57, -0.96, 2.52)  0.103
H (-5.46, 2.11, 4.80)  0.137
C (2.63, 5.18, 1.19)  -0.098
S (-3.40, 0.74, 2.44)  0.627
I (0.64, 4.75, -1.87)  0.912
H (-5.99, 1.18, -0.14)  0.069
H (-2.10, -2.74, -0.96)  0.111
H (3.10, 1.68, -4.80)  0.082
O (-4.04, 1.96, 3.28)  -0.179
H (2.57, -1.49, -3.41)  0.092
C (1.08, 0.13, 1.29)  -0.240
H (4.59, -6.85, 1.88)  0.135
H (5.18, -5.51, 2.89)  0.134
C (4.64, -5.77, 1.98)  -0.165
H (3.40, -0.30, -0.38)  0.064
H (-2.11, -2.35, -2.71)  0.112
C (0.14, -1.10, -1.74)  -0.259
O (4.29, -3.70, -0.78)  -0.210
O (-3.76, 1.26, -2.38)  0.115
H (-4.27, -1.48, -2.45)  0.128
C (-0.86, 3.54, -0.90)  -0.876
H (3.34, 5.50, 1.95)  0.093
O (1.87, 1.32, -1.37)  -0.339
O (-3.77, 0.86, 1.08)  -0.198
S (4.77, -3.73, 0.56)  0.591
C (2.41, -0.55, 1.52)  -0.205
C (-1.32, -0.81, -1.33)  -0.273
Si (1.09, 0.34, -2.48)  0.153
C (-2.29, -1.96, -1.71)  -0.142
C (-0.54, 2.47, 0.14)  -0.199
H (4.33, -1.11, 0.99)  0.033
C (-5.01, 0.06, 4.22)  -0.161
H (0.11, -1.86, -2.53)  0.084
H (2.63, -5.59, 1.19)  0.134
H (-6.07, 1.65, 3.19)  0.133
H (-0.62, 2.97, 1.12)  0.102
H (-5.94, -0.50, 4.34)  0.136
O (2.24, -0.18, -4.96)  -0.337
I (-0.33, 1.57, -4.07)  0.666
O (3.07, 3.98, 0.50)  -0.069
C (3.27, -5.13, 1.95)  -0.163
O (5.71, -2.78, 1.05)  -0.222
H (-1.46, -0.64, -0.26)  0.094
C (-4.38, 0.72, -1.52)  -0.536
O (-1.98, 3.73, -1.21)  -0.007
H (2.47, 5.95, 0.42)  0.054
H (-4.26, -2.29, -0.87)  0.121
Si (1.18, 1.63, 0.14)  0.562
H (1.64, 4.99, 1.61)  0.083
O (-3.87, -0.29, -0.75)  -0.125
H (3.43, 0.10, -3.31)  0.083
O (3.51, -3.78, 1.55)  -0.198
H (0.78, 0.56, 2.26)  0.074
H (0.75, -1.54, -0.94)  0.079
H (2.77, -5.16, 2.91)  0.136
H (-1.69, 0.09, -1.83)  0.040
H (0.27, -0.57, 1.03)  0.064
C (3.41, -0.65, 0.65)  0.010
B (2.45, 2.89, 1.09)  -0.637
O (-4.27, -0.44, 3.10)  -0.177
H (-1.38, 1.77, 0.10)  0.067
O (5.33, -5.20, 0.86)  -0.184
C (3.09, 0.82, -5.49)  -0.147
H (4.10, 0.44, -5.71)  0.090
O (2.80, 2.66, 2.42)  0.127
C (2.49, -0.41, -3.56)  -0.279
H (-6.47, 0.48, -1.75)  0.092
H (-5.93, 2.15, -1.66)  0.090
H (2.65, 1.18, -6.43)  0.086
O (-2.05, 0.59, 2.84)  -0.215
H (2.06, 2.28, 2.91)  0.086
C (-3.77, -1.52, -1.48)  -0.144
H (-4.40, -0.06, 5.11)  0.134
C (-5.80, 1.16, -1.22)  0.030